Here is 4 unconnected molecules or ions with the total composition C35H63ClF5N5O3 from the OMol25 dataset. Energies are from the ωB97M-V functional and the def2-TZVPD basis.

The calculation puts the frontier orbital gap (spin up / spin down) at 0.282 / 0.307 Eh. As for the spin multiplicity: 4. The energy above the lowest of the compared OMol25 structures with the same formula, charge and spin is 133.2 kcal per mole. As for the calculated total energy: -2829.8772 Ha. Its total charge is +1. The value obtained for the largest force on an atom is 6.11 eV Å⁻¹.

The geometry in XYZ format:
```
112
C35H63ClF5N5O3 the ωB97M-V functional and the def2-TZVPD basis
Cl 2.0529 1.2512 1.8458
F -4.4296 4.5013 2.4822
F -3.7112 4.3914 0.2373
F -1.4209 3.4094 0.8939
F -4.7245 2.5773 1.2446
F -2.0078 4.2353 2.9648
O -2.8844 -3.4993 0.9876
O -0.1349 1.8445 -6.0214
O 3.0523 1.0338 5.2323
N 3.1910 0.7959 6.5659
N 1.1371 1.9044 -6.5080
N -0.1835 0.6139 0.0212
N 1.5558 1.7395 -0.9922
N -3.2180 -4.0734 -0.2034
C 0.8691 -0.6286 -6.5624
C -0.6223 0.7265 -1.3785
C 4.6264 0.4548 6.8248
C -2.8358 -6.1577 -1.5040
C 5.2243 -0.5172 5.7712
C 2.6396 1.9800 7.2983
C 1.2446 2.4024 6.7668
C 3.5779 3.2011 7.2428
C 0.5563 1.4792 -2.0390
C 2.9285 0.4195 -7.3848
C 2.7700 3.5321 -7.4756
C 0.5688 3.1586 -8.6288
C 5.5453 1.7016 6.8518
C -4.7893 -2.1005 -0.3899
C -2.3479 0.6117 1.4778
C -2.2270 1.8048 2.5609
C -1.6650 -5.9097 0.6368
C 1.3937 0.6458 -7.2790
C 2.3719 1.6203 8.7794
C -4.8952 -3.8813 -2.0473
C 0.7378 4.4041 -6.4543
C -4.1276 -6.2676 0.6925
C 0.9764 1.9508 -9.4659
C -4.6064 -3.6311 -0.5476
C -0.9434 -0.0762 1.1080
C -2.9941 -5.5495 -0.0817
C 1.2756 3.1923 -7.2600
C -3.8568 3.6697 1.4693
C 1.1151 1.2062 0.2779
C 0.7490 0.6614 -8.6874
C 5.0010 2.8628 7.6740
C 4.7284 -0.3263 8.1654
C -2.3735 3.2710 1.9477
C -5.5327 -5.8622 0.2642
C -5.6824 -4.3448 0.2932
H 5.2575 0.2388 8.9379
H -1.1885 1.7374 3.0732
H -4.0208 -7.3522 0.5872
H 1.1990 4.4541 -5.4667
H 6.2280 -0.8351 6.0641
H 1.2531 -0.6947 -5.5381
H 2.4269 2.2419 -1.2189
H 3.1948 4.0045 7.8807
H 3.3181 3.5247 -6.5291
H -0.5193 3.1397 -8.4938
H -4.1279 -3.4250 -2.6795
H -5.6346 -4.0083 1.3359
H 1.7417 0.7304 8.8626
H 3.2254 -0.5730 -7.0332
H -2.9795 -0.2141 1.9906
H -5.8548 -3.4411 -2.3372
H 1.1223 -0.1826 -9.2768
H -4.0296 -6.0580 1.7654
H -0.2237 -0.6650 -6.5179
H 4.6067 -1.4156 5.6645
H -0.3477 4.3757 -6.3283
H -3.6622 -6.8242 -1.7667
H 6.5344 1.4266 7.2328
H -2.9893 1.6229 3.4059
H 0.8113 3.1860 7.3955
H -1.9156 -6.7405 -1.6044
H -0.8116 -5.4073 0.1683
H -1.4825 -6.9864 0.5948
H 3.2796 1.4484 9.3589
H 2.0228 2.0309 -9.7769
H -6.2647 -6.3134 0.9404
H -2.9560 0.9397 0.5544
H 0.6169 1.7451 -3.1461
H 3.7494 -0.6070 8.5617
H -0.2904 -0.1497 2.0470
H 3.2938 0.5133 -8.4112
H 0.3863 1.9299 -10.3867
H 3.2771 2.8572 -8.1662
H -1.1862 -1.1370 0.7132
H -5.7574 -6.2543 -0.7327
H 5.6414 3.7390 7.5364
H 0.9621 5.3426 -6.9697
H -4.0309 -1.5559 -0.9554
H 5.0357 2.6253 8.7419
H 1.8471 2.4352 9.2886
H 0.7874 4.0716 -9.1924
H -5.7676 -1.7836 -0.7632
H 1.2878 2.8113 5.7537
H -6.6829 -4.0792 -0.0643
H 0.5524 1.5592 6.7700
H 2.8831 4.5327 -7.9052
H 3.6083 3.6107 6.2258
H -0.3343 0.5099 -8.5971
H 5.3250 -0.0556 4.7840
H 3.4977 1.1106 -6.7580
H -1.6756 -5.6419 1.6977
H -2.7579 -5.3923 -2.2804
H 5.2574 -1.2768 8.0509
H -1.5969 0.3286 -1.8323
H -4.7413 -1.7781 0.6538
H -4.9658 -4.9376 -2.3089
H 5.7063 2.0615 5.8274
H 1.1839 -1.5291 -7.0954
```

***

Here is a molecular structure, C40H53BF4N11Ti from the OMol25 dataset. Energies are from the ωB97M-V functional and the def2-TZVPD basis.

The calculation puts the frontier orbital gap (spin up / spin down) at 0.230 / 0.248 Eh. As for the spin multiplicity: 2. The energy above the lowest of the compared OMol25 structures with the same formula, charge and spin is 48.6 kcal per mole. As for the calculated total energy: -3432.2055 Ha. Its total charge is 0. The value obtained for the largest force on an atom is 2.45 eV Å⁻¹.

The geometry in XYZ format:
```
110
C40H53BF4N11Ti the ωB97M-V functional and the def2-TZVPD basis
Ti -0.1881 0.1847 0.7953
F -6.2044 1.9055 -0.3212
F -3.7762 2.7873 -0.9429
F -4.4370 -2.2136 1.0841
F -1.9303 -1.2618 0.5359
N -0.0839 -3.0197 0.2441
N -0.3988 -1.8544 2.6793
N -0.7431 2.0437 1.6319
N 0.5832 -4.2423 2.2462
N 0.0085 -0.5368 2.7679
N -1.4821 0.9501 -0.7348
N 1.8156 -0.8666 0.9356
N -0.4840 -4.8910 2.7702
N 1.7616 -2.0654 1.5669
N 0.8585 -3.0794 -0.7408
N -0.3187 -0.0606 -3.2144
C -0.2609 -0.1195 4.0040
C -2.1958 3.5303 2.9560
C 0.1570 1.2033 4.5414
C 1.0617 -6.4007 2.1760
C -0.2063 -6.1834 2.7494
C -2.6358 1.1852 2.9138
C -0.7656 4.3434 0.5643
C -5.4091 -0.1987 0.3221
C 3.1011 -0.4851 0.9685
C -4.2992 -0.9955 0.5381
C -3.0527 -0.5336 0.2243
C -0.9660 -2.2067 3.8546
C -3.9113 1.5114 -0.5287
C -1.1492 -3.7956 -0.0947
C -1.3478 1.8112 -1.9043
C -1.8238 2.2583 2.4606
C 2.9673 -2.4132 2.0165
C 0.8936 -0.5346 -3.8797
C -0.2514 1.3526 -2.8815
C 3.6384 0.7682 0.3586
C -3.7044 1.3499 3.7763
C -1.9247 -1.8685 -3.7468
C 0.0576 3.1975 1.2086
C 1.0681 2.6674 0.1777
C -3.5988 5.1001 4.3068
C -1.1951 -7.1817 3.2551
C 1.5128 -5.1476 1.8510
C -4.0243 2.6271 4.2266
C -3.2678 3.7137 3.8166
C 1.1652 -4.1949 -2.9033
C -4.5020 0.1598 4.2374
C 0.3645 -3.8481 -1.6911
C -1.5058 -0.4218 -3.9783
C 3.8639 -1.4332 1.6519
C 2.1565 -0.3896 -3.0373
C -0.9143 -4.3325 -1.3286
C -5.1692 1.0690 -0.1792
C -2.7636 0.7014 -0.3736
C -0.8839 -1.1443 4.7216
C 0.8864 3.7717 2.3796
B 0.4229 -2.8053 1.7027
H 1.3135 4.7329 2.0820
H 0.7747 2.8973 -0.8409
H -1.8609 -6.7124 3.9775
H -0.6906 -8.0253 3.7243
H 2.9326 -1.0658 -3.3964
H 1.7039 3.0946 2.6333
H -1.3506 -3.1977 3.9910
H -1.8058 -7.5639 2.4349
H 0.9130 1.6455 3.9006
H -2.8603 -2.0755 -4.2694
H -0.6906 1.8868 4.6217
H 1.5689 -7.3391 2.0268
H -1.3454 -0.2462 -5.0557
H -1.5652 -4.9606 -1.9143
H -0.3162 1.9900 -3.7816
H 0.7393 -1.5912 -4.0959
H -4.8529 2.7731 4.9107
H -1.1640 2.8561 -1.6384
H -6.4087 -0.5296 0.5569
H -5.2191 -0.1450 3.4734
H 1.1335 1.5770 0.2786
H 1.9365 -0.6625 -2.0064
H -1.2335 -1.0943 5.7386
H -2.7366 5.5596 4.7939
H -2.0623 -2.0525 -2.6811
H 1.0327 -0.0175 -4.8469
H -1.1705 -2.5650 -4.1138
H 2.0494 3.1005 0.3528
H 4.6822 0.6147 0.0914
H 2.5572 0.6244 -3.0826
H 0.7261 1.5235 -2.4351
H -2.2931 1.8102 -2.4481
H 4.9222 -1.4040 1.8442
H -1.7444 3.9907 0.2434
H 3.1172 -3.3219 2.5733
H -3.8871 5.7416 3.4719
H -1.9778 -3.9256 0.5832
H 0.5714 -4.1227 -3.8159
H 3.0911 1.0400 -0.5402
H -4.4203 5.0741 5.0212
H 0.5740 1.0676 5.5392
H 1.5196 -5.2251 -2.8268
H 2.0332 -3.5421 -2.9772
H -2.3918 0.1856 2.6026
H -3.8466 -0.6880 4.4366
H 0.2800 3.9236 3.2701
H -0.9135 5.1730 1.2528
H -5.0598 0.3919 5.1446
H -1.6302 4.4074 2.6850
H 3.5959 1.5950 1.0694
H 2.4148 -4.8430 1.3458
H -0.2362 4.7487 -0.3010
H -2.3279 0.2244 -3.6723
```